<a>
Entry from the Open Molecules 2025 dataset: a cluster of 2 separate species, C3H7O in total (ωB97M-V/def2-TZVPD).

Structure (XYZ):
```
11
C3H7O (ωB97M-V/def2-TZVPD)
O 1.2086 0.8466 2.1762
H 0.3316 1.0830 2.5042
C 0.8396 -0.5860 -0.2598
C -0.5655 -0.4374 -0.3869
C -1.2611 0.1460 -1.4110
H 1.1888 -1.4347 0.3211
H 0.9521 0.5353 1.2148
H 1.4983 -0.0716 -0.9545
H -1.1243 -0.8036 0.4604
H -2.3321 0.3200 -1.3507
H -0.7359 0.4025 -2.3137
```

Output
gap between HOMO and LUMO: 6.030 eV
charge: -1

***

<b>
Entry from the Open Molecules 2025 dataset: a cluster of 2 separate species, C3H7O in total (ωB97M-V/def2-TZVPD).

Structure (XYZ):
```
11
C3H7O (ωB97M-V/def2-TZVPD)
O 0.5849 -2.5807 0.8209
H 1.3973 -2.0961 1.0318
C -0.5523 -0.1217 0.5848
C 0.2021 0.7877 -0.2189
C -0.2205 1.5808 -1.2408
H -0.3695 -0.0303 1.6439
H 0.0089 -1.7090 0.5658
H -1.5598 -0.3398 0.2176
H 1.2866 0.7141 -0.0832
H 0.3598 2.4394 -1.5549
H -1.1375 1.3555 -1.7669
```

Output
gap between HOMO and LUMO: 6.348 eV
charge: -1

***

<c>
Entry from the Open Molecules 2025 dataset: a cluster of 2 separate species, C3H7O in total (ωB97M-V/def2-TZVPD).

Structure (XYZ):
```
11
C3H7O (ωB97M-V/def2-TZVPD)
C 1.8210 0.1174 -0.5379
O 1.0673 -0.0215 -1.5294
C 1.5751 -0.0863 0.8050
C -2.1143 -0.0304 -0.2022
H 2.8643 0.4718 -0.7309
H 0.7430 -0.6399 1.2269
H 2.2911 0.3543 1.4939
H -1.9332 0.1361 0.8684
H -1.0753 -0.0362 -0.5528
H -2.5179 -1.0397 -0.2430
H -2.7212 0.7743 -0.5980
```

Output
gap between HOMO and LUMO: 6.537 eV
charge: -1

***

Relative calculated energies, zero for the most stable structure, unit eV: <a> 0.799; <b> 1.336; <c> 0.000.

***

<a>
Entry from the Open Molecules 2025 dataset: a structure of composition CH2NO4P (ωB97M-V/def2-TZVPD).

Structure (XYZ):
```
9
CH2NO4P (ωB97M-V/def2-TZVPD)
C -0.6897 -0.7554 0.4406
N -1.0240 -0.5475 -0.8727
O 2.0296 0.5248 1.6874
O 1.8842 -0.0159 -0.7203
O -1.4205 -1.4871 1.0366
O 0.5621 1.9632 0.2321
P 1.2380 0.6336 0.4338
H -2.0342 -0.6089 -0.8911
H -0.5454 0.2931 -1.3464
```

Output
gap between HOMO and LUMO: 6.235 eV
charge: -2

***

<b>
Entry from the Open Molecules 2025 dataset: a cluster of 2 separate species, CH2NO4P in total (ωB97M-V/def2-TZVPD).

Structure (XYZ):
```
9
CH2NO4P (ωB97M-V/def2-TZVPD)
C -0.9832 -2.4163 -0.9705
N -1.6016 -1.8187 -0.2322
O 1.9161 1.9430 1.1851
O -0.6609 2.3397 0.9882
O -0.3019 -2.9640 -1.8153
O 0.5020 0.0809 0.7195
P 0.6116 1.6066 0.5622
H 0.8565 1.5060 -0.8477
H -0.3386 -0.2771 0.4106
```

Output
gap between HOMO and LUMO: 8.108 eV
charge: -2

***

Relative calculated energies, zero for the most stable structure, unit eV: <a> 1.827; <b> 0.000.

***

<a>
Entry from the Open Molecules 2025 dataset: an isolated molecule of H3N2OP (ωB97M-V/def2-TZVPD).

Structure (XYZ):
```
7
H3N2OP (ωB97M-V/def2-TZVPD)
N -0.7670 -0.5639 -0.1883
N 0.3737 0.0383 0.2791
P 1.7243 -0.6507 -0.2202
O 2.7673 0.5084 0.0745
H -1.6148 -0.0657 -0.1054
H -0.6486 -1.5312 -0.4236
H 2.1670 1.2767 0.2368
```

Output
gap between HOMO and LUMO: 8.425 eV
SMILES string: N/N=P/O
charge: 0

***

<b>
Entry from the Open Molecules 2025 dataset: an isolated molecule of H3N2OP (ωB97M-V/def2-TZVPD).

Structure (XYZ):
```
7
H3N2OP (ωB97M-V/def2-TZVPD)
N 0.9496 0.7297 0.0464
N -0.4580 -0.0494 0.0686
P -1.8248 0.7663 0.1351
O -2.8680 -0.4947 -0.0075
H 0.9162 1.6766 0.2623
H 1.5165 0.3677 0.7951
H -2.1589 -1.1133 -0.3867
```

Output
gap between HOMO and LUMO: 9.463 eV
SMILES string: N/N=P/O
charge: 0

***

Relative calculated energies, zero for the most stable structure, unit eV: <a> 0.000; <b> 0.398.

***

<a>
Entry from the Open Molecules 2025 dataset: a cluster of 3 separate species, C3H13NO2 in total (ωB97M-V/def2-TZVPD).

Structure (XYZ):
```
19
C3H13NO2 (ωB97M-V/def2-TZVPD)
C -2.2113 -0.7303 -0.6903
C -2.3976 0.4373 -1.6342
N -1.6066 1.6073 -1.2081
C -2.2221 2.9083 -1.3815
H -2.7518 -1.5684 -1.1132
H -1.1623 -1.0585 -0.6590
H -2.4083 -0.3652 0.3092
H -2.0604 0.2361 -2.6288
H -3.4586 0.7695 -1.4868
H -1.5629 1.5258 -0.2015
H -1.4052 3.6511 -1.3674
H -3.0400 2.9991 -0.5939
H -2.7725 3.0356 -2.3165
O 6.1868 -3.3008 1.8956
H 5.4891 -2.7253 2.2665
H 6.6863 -2.5303 1.5689
O 3.9398 -1.6971 3.0011
H 3.5589 -0.9030 3.3792
H 3.1987 -2.2914 2.8607
```

Output
gap between HOMO and LUMO: 9.372 eV
SMILES string: CCNC.O.O
charge: 0

***

<b>
Entry from the Open Molecules 2025 dataset: a cluster of 3 separate species, C3H13NO2 in total (ωB97M-V/def2-TZVPD).

Structure (XYZ):
```
19
C3H13NO2 (ωB97M-V/def2-TZVPD)
C 0.6864 -0.1147 -0.8571
N 0.8494 0.2325 0.5299
C 0.8430 1.6830 0.6761
C 2.0968 -0.3047 0.9827
H -0.2006 0.4700 -1.2721
H 1.5541 0.0937 -1.5335
H 0.4152 -1.2804 -1.0080
H 0.9878 1.9584 1.7638
H -0.1788 2.0920 0.4618
H 1.4485 2.2365 0.0607
H 2.1692 -0.1047 2.0507
H 1.9695 -1.3930 0.9533
H 3.0483 -0.0899 0.2549
O -1.9552 -0.8613 -2.5099
H -2.4977 -0.5191 -1.7776
H -2.4895 -1.5570 -2.9419
O -1.8761 -0.4968 1.3702
H -2.2476 -0.2202 2.2751
H -1.0302 -0.0299 1.3104
```

Output
gap between HOMO and LUMO: 9.995 eV
SMILES string: CN(C)C.O.O
charge: 0

***

<c>
Entry from the Open Molecules 2025 dataset: a cluster of 3 separate species, C3H13NO2 in total (ωB97M-V/def2-TZVPD).

Structure (XYZ):
```
19
C3H13NO2 (ωB97M-V/def2-TZVPD)
C -1.6117 0.4728 -2.2185
C -0.4148 0.1743 -1.2048
C -0.5604 1.1972 0.0884
N 0.6424 0.9734 0.9575
H -1.9445 1.5286 -2.0522
H -1.2948 0.2964 -3.2674
H -2.3805 -0.3234 -2.0135
H 0.5974 0.2188 -1.5362
H -0.3734 -0.8504 -0.7464
H -0.6778 2.2098 -0.2579
H -1.5333 0.7870 0.6238
H 0.9908 1.8961 1.1719
H 1.4164 0.5978 0.3965
O -0.0849 -1.4257 1.7537
H -0.6346 -1.5991 2.4788
H 0.1481 -0.4363 1.8114
O 2.8040 -1.5677 1.4268
H 3.0789 -2.4347 1.2242
H 1.8326 -1.7150 1.3638
```

Output
gap between HOMO and LUMO: 11.025 eV
SMILES string: CCCN.O.O
charge: 0

***

<d>
Entry from the Open Molecules 2025 dataset: a cluster of 3 separate species, C3H13NO2 in total (ωB97M-V/def2-TZVPD).

Structure (XYZ):
```
19
C3H13NO2 (ωB97M-V/def2-TZVPD)
C -2.3274 -0.8919 -0.9939
C -2.4231 0.4542 -1.6660
N -1.6790 1.4955 -1.0226
C -2.1296 2.8489 -1.2752
H -3.0601 -1.5760 -1.3956
H -1.3271 -1.3157 -1.0274
H -2.6046 -0.8451 0.0552
H -2.1474 0.3379 -2.7079
H -3.5076 0.6810 -1.8256
H -1.5833 1.3404 -0.0209
H -1.4490 3.5541 -0.7885
H -3.1263 3.0777 -0.8593
H -2.1168 3.0488 -2.3375
O 6.1908 -3.4071 1.9401
H 5.2848 -3.0708 1.9792
H 6.5991 -2.7592 1.3476
O 3.7467 -1.3523 3.3816
H 3.2799 -0.5391 3.1531
H 4.3801 -1.0813 4.0634
```

Output
gap between HOMO and LUMO: 9.330 eV
SMILES string: CCNC.O.O
charge: 0

***

Relative calculated energies, zero for the most stable structure, unit eV: <a> 0.475; <b> 0.702; <c> 0.144; <d> 0.000.